Computed, not measured: a molecular structure, C28H32CsN4O4S2, with ωB97M-V with the def2-TZVPD basis set.

Cartesian coordinates (Å):
1 Cs -0.568 -0.423 -0.681
2 C 1.865 -2.482 1.220
3 C 1.872 -0.987 0.970
4 N 1.003 -0.296 1.625
5 N 1.101 1.082 1.347
6 C 0.072 1.860 1.502
7 S -1.595 1.612 1.946
8 S 0.447 3.575 1.168
9 C 2.120 3.571 0.479
10 C 3.218 3.894 1.469
11 C 3.329 3.196 2.674
12 C 4.361 3.467 3.551
13 C 5.307 4.446 3.255
14 C 5.201 5.147 2.067
15 C 4.161 4.869 1.185
16 C 2.869 -0.409 -0.013
17 C 4.045 0.124 0.500
18 C 4.993 0.734 -0.306
19 C 4.733 0.811 -1.674
20 C 3.575 0.286 -2.211
21 C 2.591 -0.344 -1.413
22 O 1.475 -0.790 -1.933
23 H 1.866 -2.667 2.296
24 H 2.754 -2.927 0.775
25 H 0.983 -2.978 0.797
26 H 2.139 4.306 -0.328
27 H 2.296 2.584 0.048
28 H 2.596 2.434 2.892
29 H 4.429 2.905 4.474
30 H 6.112 4.652 3.947
31 H 5.927 5.912 1.822
32 H 4.091 5.420 0.253
33 H 4.201 0.089 1.573
34 H 5.888 1.164 0.123
35 H 5.447 1.293 -2.334
36 H 3.376 0.353 -3.273
37 C -1.716 -2.112 2.763
38 O -2.178 -2.597 1.505
39 C -3.574 -2.447 1.355
40 C -4.046 -1.041 1.071
41 O -3.768 -0.716 -0.280
42 C -4.139 0.625 -0.574
43 C -3.766 0.978 -1.996
44 O -2.404 1.309 -2.211
45 C -2.029 2.606 -1.742
46 H -2.281 -2.596 3.569
47 H -1.781 -1.024 2.823
48 H -0.664 -2.376 2.840
49 H -4.079 -2.818 2.260
50 H -3.871 -3.092 0.523
51 H -3.560 -0.316 1.734
52 H -5.134 -0.992 1.243
53 H -3.655 1.309 0.134
54 H -5.230 0.729 -0.470
55 H -4.400 1.815 -2.325
56 H -3.982 0.120 -2.637
57 H -2.716 3.358 -2.149
58 H -1.023 2.800 -2.111
59 H -2.012 2.660 -0.648
60 N -3.446 -7.401 -1.256
61 C -3.282 -6.378 -1.753
62 C -3.077 -5.078 -2.389
63 C -3.641 -4.796 -3.624
64 C -3.413 -3.545 -4.163
65 C -2.635 -2.649 -3.438
66 N -2.096 -2.919 -2.255
67 C -2.311 -4.122 -1.734
68 H -4.238 -5.534 -4.142
69 H -3.824 -3.262 -5.122
70 H -2.432 -1.659 -3.831
71 H -1.877 -4.321 -0.762

Calculated values
- E_HOMO (hartree) = -0.1461
- charge = -1
- ΔE to the lowest compared entry with this formula, charge and spin (kcal per mole) = 0.0
- multiplicity = 1
- LUMO level (eV) = 1.8


Computed, not measured: a molecular structure, C28H32N13O3S4SbTi, with ωB97M-V with the def2-TZVPD basis set.

Cartesian coordinates (Å):
1 Ti 0.703 0.256 -0.005
2 C 1.765 5.686 1.387
3 N 1.657 4.466 0.597
4 C 0.710 3.527 0.595
5 N 1.019 2.581 -0.268
6 C 2.210 2.993 -0.781
7 N 2.624 4.136 -0.292
8 C 1.849 5.419 2.870
9 C 3.022 5.637 3.577
10 C 3.069 5.355 4.942
11 C 1.973 4.830 5.597
12 C 0.790 4.589 4.889
13 C 0.737 4.922 3.534
14 C -0.352 3.942 5.493
15 N -0.561 3.560 6.714
16 N -1.745 2.888 6.748
17 C -2.217 2.874 5.503
18 O -1.366 3.566 4.655
19 C -3.326 2.242 4.923
20 C -4.175 1.351 5.648
21 C -5.134 0.621 4.999
22 C -5.322 0.717 3.602
23 C -4.543 1.635 2.894
24 C -4.709 1.772 1.403
25 N -3.450 1.543 0.695
26 C -2.328 0.974 1.136
27 N -1.447 0.913 0.150
28 C -2.110 1.457 -0.903
29 N -3.323 1.860 -0.611
30 C -3.594 2.403 3.533
31 H 0.910 6.327 1.159
32 H 2.666 6.175 1.025
33 H -0.173 3.554 1.211
34 H 2.759 2.408 -1.503
35 H 3.904 5.999 3.064
36 H 3.988 5.521 5.490
37 H 2.019 4.574 6.646
38 H -0.194 4.775 3.003
39 H -4.019 1.234 6.712
40 H -5.748 -0.067 5.570
41 H -6.053 0.102 3.093
42 H -5.038 2.773 1.117
43 H -5.440 1.054 1.026
44 H -2.206 0.628 2.146
45 H -1.663 1.549 -1.879
46 H -3.007 3.111 2.961
47 N 0.484 0.326 2.366
48 C 1.808 -0.118 2.853
49 C 2.886 0.498 1.959
50 O 3.948 0.870 2.417
51 O 2.521 0.566 0.721
52 H 0.308 1.263 2.726
53 H -0.240 -0.278 2.743
54 H 1.868 -1.199 2.713
55 H 1.987 0.136 3.899
56 S 4.183 -1.146 -2.276
57 Sb 2.037 -1.844 -2.104
58 S 0.610 0.101 -2.402
59 S 1.181 -2.137 0.136
60 S 1.285 -3.613 -3.315
61 C -4.074 -1.728 -0.204
62 N -2.641 -1.987 -0.155
63 C -2.371 -2.860 0.986
64 N -3.111 -4.127 0.900
65 C -4.536 -3.812 0.820
66 N -4.871 -2.958 -0.325
67 C -4.423 -3.651 -1.541
68 N -3.000 -3.956 -1.526
69 C -2.249 -2.700 -1.381
70 C -2.717 -4.783 -0.356
71 H -4.293 -1.080 -1.058
72 H -4.378 -1.216 0.716
73 H -2.671 -2.347 1.907
74 H -1.300 -3.068 1.015
75 H -4.836 -3.299 1.738
76 H -5.103 -4.745 0.739
77 H -4.641 -3.017 -2.404
78 H -4.989 -4.583 -1.638
79 H -2.445 -2.060 -2.244
80 H -1.179 -2.912 -1.352
81 H -1.647 -4.993 -0.326
82 H -3.267 -5.725 -0.443

Calculated values
- E_HOMO (spin up / spin down) (hartree) = -0.0240 / -0.0881
- charge = -2
- ΔE to the lowest compared entry with this formula, charge and spin (kcal per mole) = 31.3
- multiplicity = 3
- LUMO level (spin up / spin down) (eV) = 3.8 / 3.7


Computed, not measured: a molecular structure, C28H33BiGeN8O3, with ωB97M-V with the def2-TZVPD basis set.

Cartesian coordinates (Å):
1 Bi -0.043 -0.609 -0.318
2 O -3.346 3.089 -0.417
3 C -3.126 3.437 -1.702
4 C -3.844 4.499 -2.249
5 C -3.624 4.894 -3.552
6 C -2.678 4.242 -4.333
7 C -1.979 3.174 -3.810
8 C -2.199 2.751 -2.502
9 C -1.484 1.573 -1.987
10 O -1.336 1.374 -0.719
11 N -1.043 0.738 -2.890
12 N -0.463 -0.365 -2.387
13 C -0.193 -1.383 -3.228
14 C 0.246 -2.564 -2.671
15 C 0.422 -3.768 -3.406
16 C 0.752 -4.915 -2.761
17 C 0.937 -4.878 -1.355
18 C 0.780 -3.699 -0.692
19 N 0.459 -2.544 -1.307
20 H -2.678 2.407 -0.191
21 H -4.575 4.995 -1.630
22 H -4.190 5.716 -3.967
23 H -2.498 4.566 -5.347
24 H -1.246 2.638 -4.393
25 H -0.380 -1.247 -4.279
26 H 0.248 -3.740 -4.471
27 H 0.870 -5.846 -3.297
28 H 1.189 -5.779 -0.822
29 H 0.895 -3.630 0.380
30 N 2.012 -2.222 3.166
31 C 2.651 -2.421 1.971
32 C 3.300 -3.655 1.774
33 C 3.954 -3.877 0.586
34 C 3.969 -2.868 -0.373
35 C 3.323 -1.686 -0.076
36 N 2.671 -1.461 1.054
37 C 1.330 -1.109 3.627
38 C 1.185 -0.962 5.011
39 C 0.534 0.164 5.470
40 C 0.032 1.075 4.556
41 C 0.164 0.809 3.196
42 N 0.818 -0.262 2.752
43 H 2.166 -2.936 3.864
44 H 3.291 -4.403 2.553
45 H 4.464 -4.812 0.405
46 H 4.476 -2.999 -1.312
47 H 3.330 -0.856 -0.770
48 H 1.585 -1.699 5.691
49 H 0.409 0.330 6.530
50 H -0.487 1.961 4.886
51 H -1.044 1.126 1.509
52 C 2.825 1.852 1.584
53 Ge 1.060 2.663 1.171
54 C 0.976 4.471 2.036
55 C 1.045 3.091 -0.774
56 C -0.418 1.705 2.176
57 H 3.583 2.256 0.921
58 H 2.803 0.773 1.476
59 H 3.105 2.092 2.604
60 H 1.775 5.120 1.689
61 H 1.059 4.386 3.117
62 H 0.030 4.957 1.805
63 H 1.909 3.727 -0.952
64 H 0.159 3.649 -1.053
65 H 1.127 2.226 -1.421
66 H -1.041 2.460 2.652
67 N -3.238 -1.954 -1.365
68 C -3.328 -2.258 -0.041
69 N -4.602 -2.482 0.399
70 O -2.367 -2.337 0.699
71 H -4.057 -1.663 -1.867
72 H -2.360 -1.584 -1.688
73 H -5.341 -2.660 -0.256
74 H -4.707 -2.851 1.326

Calculated values
- E_HOMO (hartree) = -0.2290
- charge = 0
- ΔE to the lowest compared entry with this formula, charge and spin (kcal per mole) = 0.0
- multiplicity = 1
- LUMO level (eV) = -0.1


Computed, not measured: a molecular structure, C28H33BrCrGe2I2NO2S, with ωB97M-V with the def2-TZVPD basis set.

Cartesian coordinates (Å):
1 Cr 0.060 0.017 0.067
2 O -1.517 0.594 1.245
3 N -1.925 1.850 1.232
4 C -2.786 2.220 2.204
5 C -3.271 3.496 2.279
6 C -2.865 4.421 1.315
7 C -1.998 4.026 0.329
8 C -1.504 2.711 0.267
9 S -0.372 2.175 -0.904
10 H -3.033 1.426 2.892
11 H -3.955 3.756 3.074
12 H -3.224 5.441 1.348
13 H -1.650 4.713 -0.428
14 I -0.068 -2.528 0.900
15 C -3.705 -1.659 1.103
16 I -4.719 -0.207 0.098
17 H -3.064 -1.354 1.912
18 H -3.963 -2.684 0.902
19 Br 4.679 2.175 4.563
20 C 3.388 1.572 3.292
21 C 3.450 0.275 2.818
22 C 2.499 -0.150 1.898
23 C 1.483 0.685 1.412
24 C 1.474 1.985 1.929
25 C 2.403 2.439 2.861
26 H 4.228 -0.398 3.156
27 H 2.562 -1.174 1.553
28 H 0.735 2.704 1.592
29 H 2.365 3.455 3.232
30 C -1.990 -1.781 -2.104
31 O -1.334 -0.595 -1.659
32 H -1.389 -2.297 -2.854
33 H -2.973 -1.535 -2.513
34 H -2.104 -2.421 -1.235
35 H -1.201 0.004 -2.402
36 C 4.032 2.664 -0.557
37 Ge 3.166 1.835 -2.125
38 C 4.572 1.461 -3.466
39 C 2.201 3.370 -2.920
40 Ge 1.954 -0.236 -1.547
41 C 3.480 -1.420 -1.046
42 C 4.774 -0.934 -0.847
43 C 5.812 -1.758 -0.430
44 C 5.582 -3.107 -0.203
45 C 4.304 -3.614 -0.386
46 C 3.272 -2.779 -0.794
47 C 1.396 -0.905 -3.353
48 C 1.270 -2.271 -3.630
49 C 0.808 -2.729 -4.857
50 C 0.434 -1.828 -5.846
51 C 0.535 -0.469 -5.593
52 C 1.014 -0.021 -4.365
53 H 4.922 3.212 -0.874
54 H 4.314 1.945 0.213
55 H 3.333 3.367 -0.101
56 H 5.226 2.331 -3.561
57 H 4.113 1.265 -4.437
58 H 5.174 0.593 -3.199
59 H 2.945 4.030 -3.374
60 H 1.670 3.917 -2.142
61 H 1.477 3.095 -3.687
62 H 4.991 0.115 -1.002
63 H 6.800 -1.341 -0.279
64 H 6.387 -3.753 0.126
65 H 4.100 -4.661 -0.191
66 H 2.275 -3.194 -0.863
67 H 1.530 -3.000 -2.873
68 H 0.730 -3.795 -5.038
69 H 0.071 -2.183 -6.803
70 H 0.248 0.249 -6.353
71 H 1.090 1.047 -4.199

Calculated values
- E_HOMO (spin up / spin down) (hartree) = -0.1783 / -0.1648
- charge = -1
- ΔE to the lowest compared entry with this formula, charge and spin (kcal per mole) = 0.0
- multiplicity = 5
- LUMO level (spin up / spin down) (eV) = 2.0 / 2.0


Computed, not measured: a molecular structure, C28H33CoN5O, with ωB97M-V with the def2-TZVPD basis set.

Cartesian coordinates (Å):
1 Co 0.245 0.162 0.820
2 C 1.190 -0.263 -3.345
3 C 1.996 -0.795 -2.155
4 C 2.629 0.287 -1.281
5 N 1.715 0.884 -0.306
6 C 1.542 2.162 -0.317
7 C 1.966 3.016 -1.452
8 C 2.459 4.267 -1.462
9 C 2.742 5.090 -0.324
10 C 2.096 4.993 0.864
11 C 1.052 4.098 1.237
12 C 0.770 2.800 0.833
13 N -0.117 1.969 1.387
14 C -0.527 2.257 2.786
15 C -0.440 1.023 3.693
16 C -1.410 -0.100 3.300
17 N -1.309 -0.405 1.866
18 C -2.323 -0.112 1.130
19 C -3.578 0.513 1.590
20 C -4.809 0.076 1.282
21 C -5.103 -1.062 0.441
22 C -4.350 -1.435 -0.622
23 C -3.158 -0.794 -1.109
24 C -2.157 -0.210 -0.364
25 N -0.988 0.363 -0.713
26 C -0.908 0.724 -2.136
27 C -0.354 -0.274 -3.185
28 H 1.421 -0.887 -4.215
29 H 1.512 0.749 -3.613
30 H 2.820 -1.404 -2.544
31 H 1.388 -1.464 -1.563
32 H 3.122 1.033 -1.910
33 H 3.434 -0.177 -0.699
34 H 1.829 2.524 -2.407
35 H 2.704 4.696 -2.431
36 H 3.505 5.853 -0.450
37 H 2.375 5.692 1.650
38 H 0.440 4.479 2.049
39 H -1.567 2.621 2.790
40 H 0.072 3.036 3.268
41 H -0.632 1.316 4.737
42 H 0.578 0.640 3.655
43 H -2.430 0.181 3.587
44 H -1.170 -1.000 3.874
45 H -3.434 1.391 2.214
46 H -5.662 0.606 1.701
47 H -6.001 -1.627 0.678
48 H -4.669 -2.294 -1.206
49 H -3.015 -0.866 -2.187
50 H -0.297 1.627 -2.235
51 H -1.909 1.039 -2.453
52 H -0.764 0.023 -4.159
53 H -0.706 -1.291 -3.008
54 C 1.720 -5.894 -0.295
55 C 1.342 -4.458 -0.053
56 C 0.228 -3.879 -0.683
57 C -0.096 -2.574 -0.453
58 N 0.623 -1.773 0.389
59 C 1.657 -2.316 0.985
60 C 2.053 -3.657 0.787
61 H 1.036 -6.376 -0.993
62 H 1.702 -6.453 0.642
63 H 2.729 -5.956 -0.707
64 H -0.374 -4.474 -1.357
65 H -0.941 -2.153 -0.943
66 H 2.225 -1.687 1.655
67 H 2.920 -4.038 1.309
68 O 1.364 -0.041 2.134

Calculated values
- E_HOMO (spin up / spin down) (hartree) = 0.0811 / 0.0222
- charge = -2
- multiplicity = 2
- LUMO level (spin up / spin down) (eV) = 4.5 / 4.5


Computed, not measured: a molecular structure, C28H33CrN8O2S2, with ωB97M-V with the def2-TZVPD basis set.

Cartesian coordinates (Å):
1 Cr -0.296 0.471 1.097
2 S -0.186 2.485 2.506
3 C -0.987 2.982 1.088
4 N -1.045 2.087 0.106
5 C -1.552 2.637 -1.085
6 C -1.661 2.031 -2.333
7 C -2.175 2.759 -3.392
8 C -2.579 4.083 -3.220
9 C -2.462 4.700 -1.987
10 C -1.938 3.967 -0.931
11 S -1.619 4.520 0.698
12 H -1.351 1.005 -2.475
13 H -2.268 2.297 -4.367
14 H -2.980 4.635 -4.060
15 H -2.764 5.732 -1.851
16 N 2.628 -0.137 3.353
17 N 1.845 -0.930 4.189
18 C 0.550 -1.070 3.945
19 N -0.248 -1.654 4.811
20 N 0.064 -0.597 2.757
21 N -1.200 -0.233 2.593
22 O -1.830 -2.503 1.281
23 O -2.121 -0.405 3.328
24 H 3.504 -0.601 3.157
25 H 2.804 0.762 3.786
26 H 2.210 -1.266 5.069
27 H 0.081 -1.969 5.710
28 H -1.234 -1.717 4.609
29 C 1.923 3.324 -0.628
30 C 2.912 2.282 -0.168
31 C 4.223 2.657 0.114
32 C 5.171 1.726 0.502
33 C 4.818 0.389 0.611
34 C 3.521 -0.031 0.342
35 C 3.163 -1.497 0.482
36 C 2.580 0.934 -0.039
37 N 1.226 0.470 -0.296
38 C 0.971 -0.152 -1.380
39 C 1.883 -0.237 -2.551
40 C -0.327 -0.916 -1.379
41 C -0.773 -1.645 -2.596
42 N -0.924 -0.924 -0.247
43 C -2.004 -1.893 0.006
44 C -1.647 -3.364 0.135
45 C -0.249 -3.902 -0.005
46 C -2.734 -4.314 -0.152
47 C -3.978 -3.887 -0.374
48 C -4.303 -2.471 -0.451
49 C -3.390 -1.498 -0.343
50 C -3.732 -0.042 -0.495
51 H 2.442 4.134 -1.140
52 H 1.407 3.761 0.229
53 H 1.177 2.919 -1.312
54 H 4.500 3.700 0.004
55 H 6.189 2.039 0.703
56 H 5.561 -0.349 0.896
57 H 3.841 -1.988 1.181
58 H 3.259 -2.033 -0.467
59 H 2.146 -1.636 0.851
60 H 2.712 0.458 -2.454
61 H 1.335 -0.026 -3.473
62 H 2.286 -1.251 -2.644
63 H -0.801 -0.965 -3.452
64 H -1.755 -2.091 -2.466
65 H -0.052 -2.428 -2.845
66 H 0.509 -3.131 0.123
67 H -0.122 -4.388 -0.974
68 H -0.085 -4.658 0.766
69 H -2.486 -5.370 -0.191
70 H -4.770 -4.604 -0.557
71 H -5.332 -2.193 -0.656
72 H -4.797 0.077 -0.687
73 H -3.193 0.423 -1.322
74 H -3.494 0.519 0.416

Calculated values
- E_HOMO (spin up / spin down) (hartree) = -0.4942 / -0.4940
- charge = +2
- ΔE to the lowest compared entry with this formula, charge and spin (kcal per mole) = 4.1
- multiplicity = 2
- LUMO level (spin up / spin down) (eV) = -7.3 / -7.0


Number 1: largest force on an atom 0.0520 Eh/bohr, E -2422.65861 hartree. Number 2: largest force on an atom 0.0132 Eh/bohr, E -4706.46716 hartree. Number 3: largest force on an atom 0.0213 Eh/bohr, E -4042.12946 hartree. Number 4: largest force on an atom 0.0103 Eh/bohr, E -10057.92480 hartree. Number 5: largest force on an atom 0.0819 Eh/bohr, E -2818.29497 hartree. Number 6: largest force on an atom 0.0504 Eh/bohr, E -3515.54023 hartree.